# C52H39B2Br2N7O30Pd

A molecular structure, C52H39B2Br2N7O30Pd in a non-equilibrium geometry (the ωB97M-V functional and the def2-TZVPD basis, the OMol25 dataset).

The geometry in XYZ format:
```
133
Properties=species:S:1:pos:R:3
Pd -0.2744 0.2792 -1.0284
O 3.9894 -0.3993 -2.2830
C 3.9831 0.5128 -1.4787
O 4.9916 1.0290 -0.7330
B 4.4437 2.0490 0.2139
O 2.9888 1.9674 0.0163
C 2.6987 1.1983 -0.9653
O 1.6392 0.8648 -1.4549
O 5.0149 3.4017 0.0016
C 5.6572 3.7252 1.1143
O 6.3243 4.7226 1.3471
C 5.3745 2.5742 2.1983
O 4.6591 1.6612 1.5773
O 5.8424 2.4694 3.2664
O -0.8338 1.4166 -2.8061
C -2.0354 1.4468 -3.1427
O -2.7762 2.4714 -3.4222
B -4.1623 2.0431 -3.8456
O -4.0352 0.5852 -3.9228
C -2.9248 0.1162 -3.5290
O -2.5320 -0.9995 -3.3791
O -4.5505 2.6327 -5.0500
C -5.8125 3.1424 -4.9407
O -6.3438 3.7392 -5.8102
C -6.1713 3.0072 -3.4250
O -5.0569 2.5622 -2.7931
O -7.2777 3.1974 -3.0067
Br 1.4284 0.5029 -6.8026
C 2.5146 1.3463 -5.3210
C 1.9430 2.6869 -5.0854
Br 2.7497 3.5491 -3.5167
H 3.5474 1.3851 -5.7177
H 2.5781 0.7054 -4.4873
H 0.9055 2.6110 -4.8213
H 2.0439 3.4536 -5.9449
C 0.4867 -3.9763 4.6025
C -0.4431 -3.0015 4.9748
C -0.9472 -2.1417 4.0411
C -0.4264 -2.2355 2.7528
C 0.5202 -3.1406 2.3412
C 0.9519 -4.0728 3.2541
N -0.9173 -1.2164 1.8697
O -1.9541 -0.6321 2.1503
O -0.1544 -1.0050 0.9308
H 0.7953 -4.6100 5.4262
H -0.7621 -2.9929 6.0156
H -1.7425 -1.4440 4.2084
H 0.9082 -3.1568 1.3321
H 1.7919 -4.7659 3.0002
C -1.5526 -9.1585 -2.0751
C -0.8693 -8.1841 -2.8445
C -0.7177 -6.9199 -2.2252
C -1.1476 -6.6630 -0.9117
C -1.6549 -7.6700 -0.1487
C -1.8934 -8.8939 -0.7754
N -0.8809 -5.3811 -0.1470
O -0.1363 -4.5629 -0.6724
O -1.5246 -5.2449 0.8626
H -1.6527 -10.1574 -2.5025
H -0.5729 -8.1850 -3.8746
H -0.1896 -6.1992 -2.8025
H -2.0003 -7.4971 0.7991
H -2.4563 -9.7006 -0.2158
C 3.9116 8.3386 1.4788
C 3.4043 8.7385 2.6870
C 2.4122 8.0344 3.3059
C 1.8639 6.9304 2.5783
C 2.3679 6.5616 1.3194
C 3.4593 7.2535 0.8149
N 0.7135 6.1654 3.2038
O 0.3167 5.3165 2.4411
O 0.4587 6.2995 4.4115
H 4.7904 8.8443 1.1172
H 3.9493 9.5476 3.1837
H 2.0099 8.2595 4.2442
H 1.9437 5.6718 0.8359
H 3.9403 6.7978 -0.0241
C -7.0417 -1.2657 0.6166
C -6.5530 -0.1965 -0.2727
C -5.2282 -0.1187 -0.5036
C -4.4227 -1.1882 -0.0219
C -4.8518 -2.2452 0.7594
C -6.2430 -2.2888 1.0156
N -3.0171 -1.1606 -0.2788
O -2.3590 -2.1753 -0.2389
O -2.5602 -0.0825 -0.7013
H -8.0693 -1.2310 0.8240
H -7.3084 0.5293 -0.5955
H -4.8624 0.6095 -1.2270
H -4.1469 -3.0339 1.1037
H -6.5547 -3.1703 1.4856
C 4.2368 0.7347 5.7413
C 4.7509 -0.5096 5.4447
C 4.4167 -1.2546 4.3219
C 3.5699 -0.5952 3.4114
C 2.9091 0.6429 3.7075
C 3.2760 1.2960 4.8518
N 3.4273 -1.2411 2.0996
O 3.8193 -2.3893 2.0011
O 3.0292 -0.6514 1.1167
H 4.5936 1.1971 6.6612
H 5.4599 -0.9030 6.2167
H 4.8141 -2.2395 4.1368
H 2.2830 1.0340 2.9024
H 2.9249 2.2906 5.0645
C -5.4033 3.0475 1.4817
C -4.6334 2.6325 2.5300
C -3.2313 2.4091 2.4693
C -2.7412 2.5768 1.1558
C -3.4667 3.1195 0.0948
C -4.8506 3.3619 0.2272
N -1.3767 2.2272 0.9882
O -0.7715 1.9347 2.0003
O -0.8785 2.1394 -0.1347
H -6.4427 3.1975 1.5664
H -5.2005 2.5449 3.4890
H -2.6001 2.1192 3.2767
H -3.0239 3.4018 -0.8151
H -5.4708 3.8377 -0.5959
C 3.3012 -4.1794 -4.9148
C 2.0389 -3.5261 -5.1671
C 1.4170 -2.9256 -4.1068
C 1.9835 -2.9364 -2.8716
C 3.0820 -3.6423 -2.5578
C 3.7790 -4.2661 -3.6481
N 1.2342 -2.1915 -1.8532
O 0.2784 -1.4850 -2.2484
O 1.6077 -2.2421 -0.7284
H 3.7484 -4.6593 -5.7519
H 1.7218 -3.5705 -6.2153
H 0.4575 -2.4200 -4.2710
H 3.5373 -3.6131 -1.5629
H 4.6819 -4.8931 -3.4647
```

Summary:
E: -9970.7502 Ha
Max |F|: 3.61 eV Å⁻¹
Spin multiplicity: 3
E_LUMO (spin up / spin down): -1.71 / -2.16 eV
HOMO (spin up / spin down): -9.36 / -9.36 eV
<S²>: 2.0063